Density functional theory data (ωB97M-V/def2-TZVPD) for a structure of composition C27H40AsF6K2N6O14S3.

Each line ends with the Löwdin charge.
Cartesian coordinates (Å):
K: -1.862 -7.263 5.076  0.978
K: -7.012 3.536 3.332  0.978
As: -0.723 -0.326 0.969  0.889
F: -1.470 -1.467 -0.157  -0.293
F: -2.457 0.167 1.284  -0.347
F: -0.079 0.848 2.167  -0.313
F: 0.982 -0.813 0.516  -0.316
F: -0.541 1.009 -0.187  -0.298
F: -0.909 -1.566 2.246  -0.318
C: -7.418 3.473 -5.445  0.029
N: -7.379 2.683 -4.216  -0.409
O: -6.289 2.600 -3.639  0.044
O: -8.364 2.026 -3.768  0.024
H: -8.416 3.308 -5.852  0.100
H: -6.674 3.087 -6.142  0.107
H: -7.163 4.528 -5.353  0.105
C: 5.055 4.739 -2.365  -0.126
C: 4.987 5.534 -1.054  -0.144
O: 4.564 6.893 -1.405  -0.218
S: 3.915 7.001 -2.948  0.720
O: 4.388 8.220 -3.616  -0.245
O: 2.475 6.729 -2.976  -0.266
O: 4.680 5.667 -3.406  -0.235
H: 4.253 4.001 -2.342  0.131
H: 6.014 4.423 -2.774  0.137
H: 5.873 5.505 -0.420  0.125
H: 4.275 5.159 -0.319  0.121
C: 9.745 -3.711 -3.198  -0.160
C: 8.809 -2.546 -3.370  -0.217
O: 8.669 -2.291 -4.745  -0.188
S: 9.931 -2.854 -5.638  0.727
O: 10.751 -1.773 -6.162  -0.232
O: 9.392 -3.858 -6.547  -0.250
O: 10.565 -3.697 -4.373  -0.200
H: 9.204 -4.631 -2.978  0.133
H: 10.420 -3.467 -2.378  0.131
H: 9.034 -1.672 -2.759  0.125
H: 7.812 -2.641 -2.941  0.131
C: 4.579 3.598 6.925  -0.168
C: 5.342 3.399 8.137  -0.247
O: 6.498 4.152 8.056  -0.197
S: 6.612 5.227 6.824  0.771
O: 7.434 4.584 5.756  -0.265
O: 6.843 6.558 7.338  -0.220
O: 4.989 4.935 6.508  -0.222
H: 3.502 3.648 7.087  0.139
H: 4.819 2.917 6.108  0.134
H: 5.564 2.374 8.433  0.142
H: 4.726 3.747 8.966  0.132
N: -0.677 1.838 -6.799  0.018
C: -0.046 0.739 -7.353  -0.153
C: -0.217 0.753 -8.672  -0.153
C: -0.938 1.867 -8.990  -0.131
C: -1.168 2.575 -7.832  -0.141
H: -0.472 2.125 -5.853  0.149
H: 0.554 -0.002 -6.847  0.109
H: 0.018 -0.012 -9.398  0.104
H: -1.254 2.158 -9.981  0.095
H: -1.558 3.561 -7.626  0.103
N: -1.686 -8.224 -0.227  0.005
C: -0.475 -8.791 0.110  -0.158
C: -0.658 -10.091 0.497  -0.141
C: -2.022 -10.378 0.402  -0.106
C: -2.658 -9.193 -0.084  -0.119
H: -1.759 -7.244 -0.457  0.150
H: 0.441 -8.219 0.132  0.106
H: 0.153 -10.697 0.874  0.094
H: -2.522 -11.310 0.625  0.087
H: -3.699 -8.995 -0.291  0.099
N: -8.586 -4.921 -3.042  -0.005
C: -9.097 -6.114 -3.452  -0.167
C: -8.336 -6.691 -4.502  -0.100
C: -7.369 -5.705 -4.812  -0.100
C: -7.437 -4.753 -3.757  -0.145
H: -8.951 -4.425 -2.242  0.149
H: -9.776 -6.537 -2.727  0.096
H: -8.442 -7.690 -4.900  0.088
H: -6.603 -5.921 -5.542  0.087
H: -6.870 -3.854 -3.567  0.097
N: -0.910 -3.461 10.959  0.009
C: -0.338 -2.833 9.897  -0.164
C: -1.329 -2.309 9.143  -0.156
C: -2.601 -2.658 9.636  -0.110
C: -2.329 -3.392 10.794  -0.105
H: -0.374 -3.930 11.675  0.144
H: 0.738 -2.759 9.847  0.111
H: -1.272 -1.653 8.288  0.093
H: -3.514 -2.229 9.251  0.090
H: -2.987 -3.826 11.532  0.094
N: -2.672 6.343 1.770  -0.005
C: -2.601 6.597 3.045  -0.161
C: -3.506 7.668 3.403  -0.094
C: -4.135 7.978 2.203  -0.125
C: -3.547 7.158 1.196  -0.152
H: -2.147 5.700 1.195  0.173
H: -1.912 6.056 3.677  0.107
H: -3.666 8.086 4.386  0.084
H: -4.853 8.758 1.996  0.086
H: -3.879 7.158 0.168  0.106

Computed properties:
HOMO level (eV): -8.78
Spin multiplicity: 1
HOMO-LUMO gap (eV): 4.65
Net charge: +1